[1]
{
  "formula": "C26H38ClI2NO8",
  "method": "ωB97M-V/def2-TZVPD",
  "smiles": "CCCNC1=C(/C(I)=C(/C)I)C(=O)C(C[C@H](C)Cl)=C(CCC(=O)O)C1=O.CCOC(C)=O.CCOC(C)=O",
  "e_homo_ev": -8.7,
  "total_charge": 0,
  "elements": ["H", "H", "C", "C", "H", "O", "I", "H", "C", "H", "H", "O", "C", "O", "C", "H", "H", "H", "O", "C", "C", "H", "C", "H", "H", "H", "O", "H", "H", "H", "H", "C", "O", "H", "H", "H", "C", "H", "Cl", "O", "H", "C", "O", "H", "C", "C", "H", "H", "H", "N", "H", "C", "H", "H", "I", "H", "H", "H", "C", "C", "C", "C", "C", "H", "H", "C", "H", "H", "H", "C", "C", "C", "C", "H", "C", "C"],
  "coordinates": [[-2.30, 3.71, 7.77], [3.59, -3.43, -5.44], [-4.20, 3.05, 6.49], [-5.11, 3.49, 2.34], [0.22, -3.19, -1.67], [3.30, -2.94, -2.83], [-2.65, 5.41, 3.38], [-1.00, -0.46, -0.67], [0.93, 0.91, -2.11], [-2.75, -4.02, 1.13], [-4.74, 0.04, 4.81], [-2.09, -1.08, 5.03], [2.14, -2.51, -2.27], [6.00, -2.94, -4.02], [-3.85, 1.49, 6.12], [-4.18, 0.77, 7.00], [-7.10, 4.55, 2.70], [-4.79, 3.03, 7.52], [-3.88, -0.72, 0.01], [6.02, -1.77, -4.38], [-1.49, -0.75, 2.45], [1.93, 0.28, -1.97], [0.45, 1.33, -0.59], [-0.32, 2.24, -0.58], [4.55, -4.45, -3.39], [5.87, 0.29, -3.67], [2.11, -1.47, -1.62], [-4.81, 3.63, 5.67], [7.40, -0.56, -3.30], [-2.04, 3.75, 5.91], [-3.07, 5.14, 6.67], [7.00, 0.57, -6.42], [-0.53, 2.96, 2.01], [1.98, -3.99, -4.99], [-3.58, -2.64, 2.24], [-6.31, 5.11, 1.08], [-2.21, -0.36, 3.91], [5.15, -0.22, -7.15], [2.03, 1.77, 0.35], [-2.87, -2.59, -1.14], [-0.41, -2.53, 1.32], [-3.68, 3.52, 2.83], [5.86, -1.46, -5.69], [-5.64, 5.77, 2.81], [-1.34, 1.90, 2.12], [0.88, -3.28, -2.54], [5.88, -0.95, -2.44], [0.38, -2.85, -3.42], [1.26, 1.92, -2.63], [-4.41, 1.04, 4.76], [7.63, -0.02, -7.09], [-6.05, 4.85, 2.21], [0.57, -0.75, 0.38], [6.85, 1.56, -6.85], [-6.13, 1.60, 1.73], [1.04, -4.35, -2.69], [5.00, 0.45, -5.54], [-1.19, -3.01, 3.04], [3.05, -4.21, -4.89], [-1.32, -2.35, 2.05], [-2.77, -2.87, 1.40], [-1.03, 0.38, 1.56], [3.48, -4.23, -3.44], [-2.66, 1.42, 6.09], [7.56, 0.68, -5.49], [6.31, -0.67, -3.41], [2.98, -5.01, -2.86], [0.11, 0.33, -2.72], [3.25, -5.18, -5.36], [-3.20, -2.03, 0.06], [5.67, -0.12, -6.19], [-3.16, 1.01, 3.87], [-2.84, 3.98, 6.76], [-3.67, -0.16, 0.81], [-2.77, 2.15, 2.96], [-0.30, 0.03, 0.13]]
}

=====

[2]
{
  "formula": "C26H38F3P2",
  "method": "ωB97M-V/def2-TZVPD",
  "e_homo_ev": -2.9,
  "total_charge": -1,
  "elements": ["C", "C", "H", "H", "H", "C", "C", "C", "C", "C", "H", "H", "C", "C", "C", "C", "H", "C", "H", "H", "C", "C", "H", "H", "H", "C", "C", "C", "H", "F", "C", "H", "H", "H", "F", "H", "H", "C", "H", "H", "F", "H", "C", "C", "H", "H", "H", "H", "C", "H", "P", "H", "H", "H", "P", "H", "H", "H", "H", "H", "C", "H", "C", "H", "H", "C", "H", "C", "H"],
  "coordinates": [[4.29, 8.17, -2.14], [-3.29, -8.99, 3.25], [-3.56, -5.18, 0.97], [-0.74, -7.39, 1.71], [-0.68, -0.38, 1.41], [-2.78, 0.88, -1.48], [-3.60, -9.88, 2.24], [0.73, -0.43, -1.59], [0.17, 4.59, 0.12], [-2.91, -9.90, 1.05], [-2.30, -1.42, 0.53], [-0.90, -2.83, -0.24], [5.57, 7.76, -1.82], [-0.69, -0.53, -1.03], [0.18, 5.93, 0.46], [-1.88, -8.99, 0.86], [4.14, 7.28, -5.38], [-3.70, 1.82, -0.71], [7.35, 6.83, -2.58], [1.28, 2.83, -0.34], [2.55, 4.53, 0.06], [5.83, 6.99, -4.09], [0.42, -3.79, 4.00], [6.44, 6.53, -4.86], [-0.76, 6.45, 0.61], [2.58, 5.88, 0.40], [1.40, 6.57, 0.61], [4.54, 7.42, -4.38], [-4.64, 2.01, -1.23], [-4.61, -10.76, 2.43], [6.34, 7.17, -2.81], [-3.86, -9.00, 4.17], [-3.18, -10.61, 0.28], [-0.78, 1.61, -1.29], [3.53, 8.74, -1.18], [-2.68, 1.29, -2.49], [1.42, 7.62, 0.88], [1.33, 3.88, -0.08], [-1.39, -5.14, 2.53], [-3.10, -3.52, 0.61], [-1.01, 3.96, -0.02], [-3.19, 2.77, -0.58], [-2.25, -8.09, 3.05], [0.54, -3.31, 3.04], [3.47, 3.99, -0.10], [1.21, -2.46, 3.17], [0.95, -4.02, 2.32], [-1.50, 1.05, 0.22], [-1.54, -8.09, 1.86], [-1.33, -8.99, -0.08], [-1.14, -2.67, 2.54], [0.81, -0.96, -2.54], [0.98, 0.61, -1.83], [-2.02, -4.81, 0.18], [-0.82, -1.60, 0.58], [-1.99, -7.39, 3.83], [-3.90, 1.43, 0.28], [0.65, -1.80, 0.68], [2.75, 8.33, -3.61], [1.49, -0.78, -0.90], [-1.38, 0.82, -0.84], [5.95, 7.91, -0.82], [-2.72, -4.49, 0.94], [-3.22, -0.11, -1.51], [3.53, 6.38, 0.51], [-2.04, -4.30, 2.30], [-1.29, -1.07, -1.77], [3.76, 8.00, -3.40], [-2.83, -4.33, 3.05]]
}

=====

[3]
{
  "formula": "C26H39AuN10O4SSi",
  "method": "ωB97M-V/def2-TZVPD",
  "e_homo_ev": -1.9,
  "de_lowest_kcal_mol": 38.42,
  "total_charge": -2,
  "elements": ["H", "C", "H", "C", "S", "H", "C", "N", "C", "Au", "H", "C", "C", "H", "O", "O", "C", "H", "C", "H", "C", "H", "C", "H", "H", "H", "H", "H", "H", "C", "C", "C", "H", "H", "N", "C", "C", "N", "H", "C", "H", "H", "H", "C", "C", "H", "C", "H", "C", "H", "N", "H", "H", "O", "C", "H", "C", "H", "C", "Si", "C", "N", "N", "H", "H", "N", "H", "C", "H", "H", "O", "N", "H", "H", "H", "H", "C", "H", "N", "H", "H", "N"],
  "coordinates": [[-1.12, 1.84, -1.32], [-5.42, -0.70, 0.70], [6.75, -3.30, 2.41], [7.18, 1.19, -1.19], [3.80, -1.10, -0.91], [5.77, -1.32, 1.32], [-3.78, 3.78, -0.26], [2.60, -0.94, 0.06], [5.91, -4.69, 1.02], [0.45, 0.14, 0.73], [-0.68, -2.77, -2.81], [-6.12, -2.01, 1.11], [6.31, 0.12, -1.26], [-2.36, 2.62, -2.33], [-1.65, -0.47, 0.34], [-2.89, -0.34, -2.09], [-2.43, -1.49, -2.72], [-4.45, -0.39, 2.60], [-6.35, 0.08, -0.25], [5.21, 3.39, 0.46], [-1.01, -1.88, -2.28], [-3.27, 4.74, -0.21], [-1.97, 2.69, 1.09], [4.97, -5.82, -0.54], [-6.59, -0.54, -1.11], [-2.08, -2.07, -4.78], [-3.39, -0.89, -4.58], [3.99, -3.83, -1.63], [-6.06, 0.36, 2.48], [-1.80, 2.69, -1.39], [5.61, -2.30, 0.91], [-2.40, -1.19, -4.23], [-1.71, -0.38, -4.42], [-5.48, -2.57, 1.80], [1.63, 2.03, 0.81], [5.15, -4.84, -0.13], [6.15, -3.42, 1.53], [0.90, -0.57, 4.97], [-3.44, -2.79, -1.36], [-5.14, 0.15, 1.95], [1.44, 3.00, 3.93], [-4.47, 3.70, 0.57], [-4.36, -2.48, -2.83], [1.29, 1.02, 3.65], [-2.76, 2.61, -0.21], [-4.35, 3.72, -1.18], [5.53, 2.48, -0.01], [-1.33, 1.81, 1.16], [1.63, 2.75, 1.94], [6.31, -5.56, 1.52], [1.86, 4.11, 0.34], [8.17, 1.10, -1.62], [-2.63, 2.70, 1.96], [-3.53, 1.44, -0.29], [6.79, 2.37, -0.57], [-1.22, 3.61, -1.37], [4.84, -2.45, -0.24], [-2.97, -3.59, -2.88], [5.05, 0.23, -0.69], [-2.95, -0.11, -0.43], [4.61, -3.73, -0.75], [1.57, 2.29, 3.22], [0.99, -1.06, 3.78], [-0.33, -1.06, -2.47], [7.47, 3.21, -0.54], [1.77, 2.94, -0.17], [2.84, -0.87, 1.04], [-3.36, -2.68, -2.44], [-6.30, -2.62, 0.23], [-1.34, 3.58, 1.11], [-4.25, -1.05, 0.03], [1.26, -0.09, 2.90], [3.66, 1.46, 0.34], [-7.27, 0.38, 0.25], [-1.01, -2.06, -1.21], [6.59, -0.80, -1.76], [4.66, 1.40, -0.07], [-5.81, 0.96, -0.59], [1.78, 4.05, 1.67], [-7.07, -1.80, 1.61], [-4.66, 1.07, 1.64], [1.08, 0.75, 4.94]]
}